(1)
Computed, not measured: 5 unconnected molecules or ions with the total composition C24H45BClN3O8, with ωB97M-V/def2-TZVPD.

Properties
DFT total energy = -59670.4924 eV
structure (SMILES) = NCc1nc2cc(CCC(=O)O)cc(B(O)O)c2nc1Cl.CC(C)O.CC(C)O.CC(C)O.CC(C)O
gap between HOMO and LUMO = 8.7057 eV

Each line ends with the Mulliken charge.
Geometry (Å):
N1 -3.552 2.979 1.847  -0.5447
C1 -3.358 1.558 2.190  -0.8317
C2 -1.970 1.021 1.930  0.2501
N2 -1.325 0.511 2.947  -0.4619
C3 -0.069 0.026 2.706  0.0709
C4 0.637 -0.555 3.784  -0.6097
C5 1.881 -1.089 3.613  0.5113
C6 2.649 -1.769 4.726  -1.4597
C7 2.571 -3.304 4.580  -0.3816
C8 1.302 -3.957 5.080  0.4405
O1 1.137 -5.142 5.058  -0.5477
O2 0.342 -3.110 5.590  -0.4317
C9 2.470 -1.007 2.319  -0.3101
C10 1.831 -0.432 1.250  -0.2439
B1 2.577 -0.378 -0.142  0.7822
O3 3.321 -1.487 -0.556  -0.4669
O4 2.557 0.705 -0.971  -0.4931
C11 0.515 0.089 1.436  0.4285
N3 -0.167 0.599 0.369  -0.5298
C12 -1.355 1.029 0.635  0.4871
Cl1 -2.284 1.590 -0.736  -0.1651
H1 -2.695 3.391 1.498  0.3407
H2 -4.185 3.034 1.054  0.3802
H3 -4.108 0.924 1.712  0.1505
H4 -3.519 1.447 3.264  0.2469
H5 0.155 -0.568 4.754  0.5301
H6 3.690 -1.458 4.645  0.4983
H7 2.216 -1.468 5.678  0.4236
H8 3.413 -3.785 5.079  0.3711
H9 2.635 -3.558 3.520  0.2925
H10 -0.457 -3.202 5.054  0.3112
H11 3.463 -1.426 2.187  0.5044
H12 2.741 -2.257 -0.505  0.2221
H13 2.416 0.358 -1.865  0.2378
C13 -5.938 -3.140 2.117  -1.5148
C14 -5.062 -2.011 2.635  0.7072
C15 -3.663 -2.481 2.996  -1.2659
O5 -5.678 -1.385 3.760  -0.5590
H14 -6.061 -3.908 2.886  0.3743
H15 -6.930 -2.766 1.862  0.3672
H16 -5.504 -3.608 1.232  0.3568
H17 -4.987 -1.234 1.872  0.0792
H18 -3.696 -3.230 3.793  0.4123
H19 -3.075 -1.634 3.356  0.2910
H20 -3.156 -2.921 2.134  0.3866
H21 -5.761 -2.046 4.455  0.3646
C16 4.179 2.850 -4.477  -1.4228
C17 4.455 1.522 -3.791  0.6271
C18 5.590 0.764 -4.461  -1.3600
O6 3.270 0.723 -3.773  -0.5500
H22 3.885 2.688 -5.518  0.3566
H23 3.363 3.374 -3.980  0.3481
H24 5.063 3.489 -4.466  0.3985
H25 4.699 1.697 -2.743  0.2233
H26 5.337 0.539 -5.501  0.3413
H27 5.770 -0.184 -3.951  0.2723
H28 6.513 1.345 -4.450  0.4339
H29 3.007 0.542 -4.683  0.3039
C19 3.554 -3.847 -2.861  -1.1484
C20 2.819 -3.274 -4.062  0.4184
C21 3.762 -3.032 -5.231  -1.1458
O7 2.158 -2.059 -3.706  -0.4991
H30 4.309 -3.136 -2.517  0.2483
H31 2.862 -4.017 -2.035  0.2024
H32 4.048 -4.791 -3.098  0.4507
H33 2.029 -3.961 -4.370  0.3537
H34 4.534 -2.309 -4.951  0.1402
H35 3.217 -2.622 -6.082  0.3036
H36 4.253 -3.955 -5.544  0.4262
H37 2.831 -1.419 -3.435  0.3298
C22 -3.028 6.072 -1.721  -1.2448
C23 -4.324 5.301 -1.526  0.3571
C24 -5.539 6.211 -1.608  -1.3489
O8 -4.302 4.611 -0.274  -0.4636
H38 -2.914 6.827 -0.938  0.3427
H39 -2.171 5.400 -1.660  0.2759
H40 -3.009 6.575 -2.688  0.4018
H41 -4.402 4.522 -2.285  0.2425
H42 -5.498 6.971 -0.823  0.3554
H43 -6.457 5.640 -1.466  0.3190
H44 -5.590 6.718 -2.573  0.3983
H45 -4.237 5.278 0.421  0.3105



(2)
Computed, not measured: a molecular structure, C24H45BF4P2Pt at a distorted geometry, with ωB97M-V/def2-TZVPD.

Properties
total charge = +2
DFT total energy = -58973.2940 eV
spin multiplicity = 5
expectation value of S² = 6.01
gap between HOMO and LUMO (alpha / beta) = 8.5060 / 4.1285 eV

Each line ends with the Mulliken spin population.
Geometry (Å):
Pt1 -0.198 -0.079 0.378  1.2342
C1 1.896 1.228 1.075  0.3537
C2 1.468 1.695 -0.249  0.2478
C3 -0.093 2.433 1.338  0.2672
C4 1.004 1.856 2.040  0.3497
C5 0.219 2.433 -0.101  0.3696
C6 3.262 0.684 1.391  0.0345
H1 3.676 0.045 0.606  -0.0014
H2 3.312 0.115 2.326  0.0109
H3 3.957 1.523 1.506  0.0171
C7 1.195 1.825 3.520  0.0580
H4 2.060 1.224 3.844  -0.0010
H5 0.433 1.469 4.106  0.0146
H6 1.301 2.875 3.821  0.0159
C8 -1.256 3.160 1.900  -0.0371
H7 -0.999 4.213 1.998  0.0271
H8 -1.487 2.836 2.902  0.0140
H9 -2.205 3.100 1.349  0.0084
C9 -0.401 3.434 -1.025  0.0095
H10 0.157 4.353 -0.848  0.0281
H11 -1.443 3.648 -0.769  0.0039
H12 -0.347 3.201 -2.095  0.0015
C10 2.497 1.947 -1.284  0.0084
H13 3.126 2.740 -0.868  0.0265
H14 2.071 2.296 -2.228  -0.0035
H15 3.144 1.083 -1.470  0.0057
C11 0.426 -2.171 -2.220  0.0418
C12 1.629 -1.573 -2.216  0.0290
C13 2.461 -1.433 -3.484  0.0017
C14 1.908 -0.356 -4.475  0.0052
C15 0.609 0.341 -4.051  -0.0008
C16 -0.564 -0.295 -4.095  0.0029
C17 -0.677 -1.761 -4.524  0.0013
C18 -0.170 -2.801 -3.477  0.0140
H16 2.523 -2.404 -4.012  0.0021
H17 1.716 -0.871 -5.431  -0.0003
H18 3.495 -1.170 -3.199  0.0003
H19 0.569 -3.464 -3.961  0.0028
H20 -0.251 -2.175 -1.369  -0.0033
H21 2.061 -1.075 -1.357  -0.0059
H22 -1.018 -3.438 -3.170  -0.0002
H23 -1.731 -1.967 -4.784  -0.0004
H24 -1.504 0.224 -3.954  -0.0005
H25 -0.092 -1.906 -5.449  0.0006
H26 2.688 0.401 -4.686  -0.0002
H27 0.676 1.399 -3.834  0.0003
P1 0.606 -1.865 1.960  0.2640
C19 1.125 -1.521 3.702  0.0432
H28 1.265 -2.489 4.174  0.0092
H29 0.358 -0.987 4.256  -0.0056
H30 2.055 -0.962 3.725  -0.0039
C20 -0.606 -3.228 2.252  0.0310
H31 -0.142 -3.910 2.963  0.0096
H32 -0.807 -3.754 1.318  -0.0001
H33 -1.530 -2.832 2.672  -0.0027
C21 2.115 -2.843 1.515  0.0571
H34 1.936 -3.408 0.603  -0.0028
H35 2.291 -3.521 2.349  0.0150
H36 2.974 -2.183 1.395  -0.0048
P2 -2.498 0.010 -0.089  0.1464
C22 -3.158 1.464 -1.046  0.0566
H37 -4.042 1.101 -1.572  0.0054
H38 -2.461 1.913 -1.750  -0.0049
H39 -3.487 2.224 -0.334  -0.0041
C23 -3.284 -1.563 -0.693  0.0236
H40 -3.150 -1.690 -1.766  -0.0020
H41 -4.347 -1.503 -0.462  0.0026
H42 -2.875 -2.420 -0.154  -0.0011
C24 -3.835 0.269 1.165  0.0208
H43 -4.769 0.365 0.606  0.0018
H44 -3.641 1.171 1.735  0.0001
H45 -3.880 -0.591 1.830  0.0012
F1 -0.672 0.270 2.872  0.1126
B1 -1.582 0.835 4.160  0.0725
F2 -1.210 2.082 4.737  0.0021
F3 -2.763 0.910 3.507  0.0003
F4 -1.091 -0.183 4.956  0.0032